Entry 1:
{
  "formula": "C44H47FNO5",
  "method": "the ωB97M-V functional and the def2-TZVPD basis",
  "orbital_gap_ev": [7.28, 8.47],
  "fmax_ha_per_bohr": 0.030,
  "homo_energy_ha": [-0.3051, -0.3489],
  "s_squared": 0.754,
  "total_charge": 0,
  "spin_multiplicity": 2,
  "e_lumo_ev": [-1.02, -1.02],
  "energy_ha": -2235.67459,
  "species": ["C", "C", "C", "C", "C", "C", "C", "C", "F", "C", "C", "C", "C", "N", "O", "C", "C", "C", "C", "H", "H", "H", "H", "H", "H", "H", "H", "H", "H", "H", "H", "H", "H", "H", "H", "H", "H", "H", "H", "H", "H", "H", "H", "H", "H", "H", "H", "H", "H", "H", "C", "C", "C", "C", "C", "C", "C", "O", "C", "C", "C", "C", "C", "C", "C", "O", "H", "H", "H", "H", "H", "H", "H", "H", "C", "C", "C", "C", "C", "C", "C", "O", "C", "C", "C", "C", "C", "C", "C", "O", "H", "H", "H", "H", "H", "H", "H", "H"],
  "xyz": [[6.517, 1.364, 2.141], [6.106, 2.002, 0.797], [4.821, 2.821, 0.900], [4.306, 3.307, -0.452], [2.915, 3.940, -0.389], [1.819, 2.890, -0.147], [0.430, 3.436, -0.448], [-0.694, 2.425, -0.609], [-1.722, 3.149, -1.277], [-1.287, 2.002, 0.723], [-2.105, 0.715, 0.656], [-3.286, 0.792, -0.330], [-2.684, 0.435, 2.046], [-1.193, -0.412, 0.271], [-0.672, -1.012, 1.271], [-0.216, -0.157, -0.860], [1.214, -0.376, -0.375], [-0.526, -1.189, -1.970], [-0.418, 1.223, -1.504], [5.865, 1.701, 2.947], [6.439, 0.280, 2.091], [7.541, 1.624, 2.399], [5.924, 1.208, 0.071], [6.909, 2.635, 0.419], [4.983, 3.687, 1.551], [4.069, 2.201, 1.396], [5.027, 4.010, -0.873], [4.275, 2.451, -1.134], [2.892, 4.695, 0.396], [2.716, 4.404, -1.358], [1.867, 2.602, 0.905], [2.053, 2.031, -0.775], [0.457, 4.017, -1.373], [0.141, 4.136, 0.340], [-1.941, 2.807, 1.059], [-0.491, 1.854, 1.458], [-3.690, 1.800, -0.356], [-4.064, 0.097, -0.015], [-2.999, 0.508, -1.340], [-1.985, 0.677, 2.842], [-3.556, 1.082, 2.166], [-3.022, -0.593, 2.126], [1.379, -1.414, -0.108], [1.497, 0.284, 0.442], [1.872, -0.148, -1.219], [-0.080, -2.149, -1.722], [-1.606, -1.294, -2.048], [-0.130, -0.832, -2.918], [-1.293, 1.158, -2.148], [0.424, 1.401, -2.175], [-3.941, 3.281, -3.714], [-5.047, 3.791, -4.388], [-5.707, 3.019, -5.329], [-5.261, 1.733, -5.606], [-4.144, 1.226, -4.941], [-3.491, 2.003, -3.991], [-3.627, -0.141, -5.234], [-2.662, -0.578, -4.642], [-4.333, -0.947, -6.269], [-3.848, -2.210, -6.587], [-4.497, -2.977, -7.540], [-5.634, -2.489, -8.174], [-6.120, -1.231, -7.862], [-5.469, -0.453, -6.913], [-5.998, 0.908, -6.607], [-6.995, 1.329, -7.152], [-3.429, 3.881, -2.972], [-5.394, 4.793, -4.175], [-6.571, 3.403, -5.853], [-2.632, 1.598, -3.477], [-2.966, -2.580, -6.085], [-4.117, -3.959, -7.789], [-6.142, -3.093, -8.914], [-7.002, -0.840, -8.350], [1.203, -0.670, 3.710], [1.001, -0.162, 4.988], [1.376, -0.898, 6.099], [1.951, -2.152, 5.935], [2.140, -2.668, 4.650], [1.770, -1.920, 3.540], [2.728, -4.023, 4.445], [2.907, -4.468, 3.332], [3.088, -4.816, 5.655], [3.596, -6.099, 5.494], [3.947, -6.848, 6.603], [3.798, -6.317, 7.880], [3.290, -5.040, 8.047], [2.928, -4.287, 6.937], [2.363, -2.922, 7.142], [2.243, -2.457, 8.256], [0.908, -0.098, 2.843], [0.547, 0.813, 5.118], [1.228, -0.512, 7.098], [1.920, -2.326, 2.550], [3.711, -6.499, 4.496], [4.339, -7.848, 6.475], [4.078, -6.903, 8.746], [3.168, -4.618, 9.035]]
}


Entry 2:
{
  "formula": "C17H23N2V",
  "method": "the ωB97M-V functional and the def2-TZVPD basis",
  "orbital_gap_ev": [7.22, 7.26],
  "fmax_ha_per_bohr": 0.050,
  "homo_energy_ha": [-0.3985, -0.3972],
  "s_squared": 0.783,
  "total_charge": 1,
  "spin_multiplicity": 2,
  "e_lumo_ev": [-3.62, -3.54],
  "energy_ha": -1714.70563,
  "species": ["C", "C", "C", "C", "H", "H", "H", "H", "H", "H", "H", "H", "H", "C", "C", "C", "H", "C", "C", "H", "H", "H", "H", "C", "C", "C", "H", "C", "C", "H", "H", "H", "H", "V", "N", "C", "C", "C", "N", "H", "H", "H", "H"],
  "xyz": [[-0.136, 0.307, -2.530], [0.420, 1.689, -2.679], [0.594, -0.655, -3.527], [-1.598, 0.301, -2.906], [0.314, -0.365, -4.566], [0.317, -1.717, -3.397], [1.701, -0.620, -3.477], [0.184, 2.061, -3.689], [1.509, 1.734, -2.583], [-0.024, 2.369, -1.943], [-1.698, 0.622, -3.960], [-2.172, 0.998, -2.283], [-2.064, -0.688, -2.831], [2.226, -0.165, 1.610], [2.194, -0.982, 0.450], [1.973, -0.145, -0.687], [2.489, -2.034, 0.379], [1.910, 1.242, -0.219], [2.090, 1.200, 1.199], [2.203, 2.066, 1.838], [2.514, -0.513, 2.597], [1.939, -0.487, -1.705], [1.909, 2.144, -0.805], [-2.123, -1.226, 1.100], [-1.030, -2.034, 1.550], [-0.261, -2.399, 0.415], [-0.917, -2.471, 2.538], [-0.834, -1.774, -0.736], [-2.006, -1.029, -0.306], [-2.765, -0.574, -0.935], [-2.958, -0.903, 1.714], [0.505, -3.177, 0.368], [-0.500, -1.919, -1.757], [0.067, -0.116, 0.209], [-0.066, -0.020, 3.322], [-0.492, 0.646, 4.415], [-1.102, 1.806, 3.950], [-1.022, 1.780, 2.555], [-0.381, 0.639, 2.155], [0.398, -0.936, 3.344], [-0.351, 0.263, 5.416], [-1.559, 2.578, 4.554], [-1.396, 2.505, 1.845]]
}


Entry 3:
{
  "formula": "C2H4N3P",
  "method": "the ωB97M-V functional and the def2-TZVPD basis",
  "orbital_gap_ev": 8.11,
  "fmax_ha_per_bohr": 0.083,
  "homo_energy_ha": -0.2814,
  "total_charge": 0,
  "e_lumo_ev": 0.46,
  "energy_ha": -584.15462,
  "species": ["N", "C", "C", "N", "N", "P", "H", "H", "H", "H"],
  "xyz": [[-1.651, -1.152, -0.074], [-0.494, -0.335, 0.000], [-0.264, 1.011, 0.009], [0.976, 1.487, -0.005], [1.878, 0.463, 0.046], [1.458, -1.102, 0.047], [-2.292, -1.058, -0.786], [-1.635, -2.017, 0.453], [-0.849, 1.887, 0.193], [2.873, 0.817, 0.117]]
}


Entry 4:
{
  "formula": "C3H7NO",
  "method": "the ωB97M-V functional and the def2-TZVPD basis",
  "orbital_gap_ev": [8.26, 8.26],
  "fmax_ha_per_bohr": 0.007,
  "homo_energy_ha": [-0.2998, -0.2998],
  "total_charge": 0,
  "e_lumo_ev": [0.10, 0.10],
  "energy_ha": -248.36033,
  "species": ["C", "N", "C", "O", "C", "H", "H", "H", "H", "H", "H", "H"],
  "xyz": [[1.032, 1.002, -0.578], [0.683, 0.612, 0.632], [-0.734, 0.176, 0.735], [-1.595, 0.969, 0.404], [-0.686, -1.229, 0.781], [0.520, -0.554, -1.341], [2.081, 1.038, -0.856], [0.305, 1.578, -1.139], [1.362, 0.048, 1.131], [0.053, -1.070, -0.810], [-1.600, -1.781, 0.592], [0.078, -1.734, 1.368]]
}